A | Below is a molecular structure, C41H36F6N2O2PSSbSeTl, with properties calculated with the ωB97M-V functional and the def2-TZVPD basis.

XYZ file:
```
92
Properties=species:S:1:pos:R:3
Tl -0.957 -0.237 -0.769
O 0.419 0.845 1.574
C 1.472 0.262 2.090
C 1.561 -0.014 3.478
C 2.672 -0.601 4.060
C 3.779 -0.922 3.285
C 3.729 -0.653 1.926
C 2.615 -0.094 1.298
C 2.748 0.122 -0.154
N 1.818 0.150 -1.025
N 2.293 0.251 -2.302
C 1.353 0.080 -3.215
O 0.107 -0.069 -3.055
C 1.884 0.029 -4.632
C 3.243 0.096 -4.930
C 3.689 -0.117 -6.229
C 2.784 -0.400 -7.248
C 1.424 -0.431 -6.963
C 0.980 -0.215 -5.663
H 0.726 0.245 4.114
H 2.676 -0.788 5.130
H 4.659 -1.374 3.728
H 4.584 -0.910 1.304
H 3.783 0.170 -0.524
H 3.937 0.302 -4.127
H 4.751 -0.085 -6.451
H 3.138 -0.598 -8.254
H 0.710 -0.644 -7.752
H -0.074 -0.250 -5.410
S -0.526 3.151 -0.899
Sb -0.390 3.103 1.352
C -2.071 2.189 2.311
C -2.011 1.180 3.263
C -3.183 0.585 3.721
C -4.416 0.992 3.223
C -4.475 1.991 2.263
C -3.308 2.587 1.806
C -0.970 5.144 1.875
C -0.301 6.181 1.222
C -0.703 7.501 1.373
C -1.795 7.809 2.181
C -2.462 6.791 2.849
C -2.048 5.468 2.699
C 1.631 3.371 1.992
C 2.565 3.473 0.966
C 3.921 3.500 1.264
C 4.349 3.400 2.583
C 3.415 3.284 3.605
C 2.057 3.272 3.311
H -1.060 0.827 3.620
H -3.121 -0.225 4.440
H -5.327 0.501 3.546
H -5.427 2.280 1.834
H -3.363 3.345 1.030
H 0.533 5.944 0.566
H -0.180 8.293 0.845
H -2.127 8.837 2.281
H -3.318 7.020 3.476
H -2.580 4.685 3.227
H 2.228 3.506 -0.067
H 4.646 3.576 0.460
H 5.407 3.404 2.813
H 3.746 3.170 4.631
H 1.338 3.186 4.119
F -3.697 0.410 -2.126
P -5.006 -0.330 -1.517
F -5.829 0.011 -2.867
F -4.186 -0.669 -0.159
F -6.315 -1.070 -0.899
F -5.495 1.071 -0.863
F -4.511 -1.726 -2.162
C -1.504 -8.736 -1.279
C -1.053 -7.301 -1.186
C -0.560 -6.628 -2.300
C -0.058 -5.335 -2.210
C 0.426 -4.627 -3.451
C -0.036 -4.697 -0.950
Se 0.894 -3.061 -0.739
C -0.636 -5.324 0.165
C -0.770 -4.628 1.498
C -1.118 -6.620 0.025
H -1.431 -9.106 -2.303
H -2.538 -8.848 -0.945
H -0.883 -9.373 -0.645
H -0.561 -7.125 -3.266
H 0.317 -5.264 -4.331
H 1.472 -4.329 -3.350
H -0.141 -3.707 -3.610
H -0.912 -3.558 1.363
H 0.131 -4.753 2.106
H -1.620 -5.033 2.052
H -1.556 -7.114 0.888
```

Summary:
multiplicity: 2
⟨S²⟩: 0.7667
total charge: -2
E_HOMO (spin up / spin down): -2.3 / -2.3 eV

B | Below is a molecular structure, C41H36F6N2O2PSSbSeTl, with properties calculated with the ωB97M-V functional and the def2-TZVPD basis.

XYZ file:
```
92
Properties=species:S:1:pos:R:3
Tl -0.900 -0.010 -3.983
O 1.408 -0.959 -3.926
C 2.159 -1.714 -3.224
C 3.573 -1.733 -3.432
C 4.415 -2.589 -2.755
C 3.919 -3.481 -1.805
C 2.555 -3.456 -1.544
C 1.679 -2.598 -2.201
C 0.247 -2.665 -1.792
N -0.725 -2.753 -2.840
N -1.605 -3.627 -2.644
C -2.669 -3.535 -3.571
O -2.933 -2.568 -4.242
C -3.530 -4.767 -3.608
C -3.217 -5.912 -2.882
C -4.032 -7.032 -2.966
C -5.164 -7.012 -3.768
C -5.482 -5.867 -4.490
C -4.667 -4.750 -4.410
H 3.958 -1.041 -4.172
H 5.480 -2.564 -2.968
H 4.574 -4.163 -1.276
H 2.143 -4.130 -0.796
H 0.072 -3.443 -1.047
H -2.338 -5.906 -2.253
H -3.785 -7.922 -2.400
H -5.802 -7.886 -3.829
H -6.369 -5.846 -5.112
H -4.890 -3.845 -4.960
S 0.478 2.604 -2.723
Sb 0.917 2.096 -0.580
C -0.714 1.762 0.748
C -0.699 1.290 2.071
C -1.848 1.479 2.835
C -2.991 2.061 2.305
C -3.020 2.459 0.979
C -1.871 2.326 0.211
C 1.422 4.040 0.200
C 2.310 4.846 -0.512
C 2.567 6.149 -0.111
C 1.907 6.680 0.990
C 0.982 5.906 1.672
C 0.740 4.596 1.277
C 2.712 1.012 -0.194
C 3.903 1.726 -0.304
C 5.119 1.100 -0.066
C 5.151 -0.240 0.290
C 3.967 -0.956 0.388
C 2.751 -0.337 0.134
H 1.115 0.183 1.917
H -1.849 1.126 3.861
H -3.871 2.178 2.928
H -3.908 2.872 0.520
H -1.895 2.657 -0.822
H 2.768 4.468 -1.419
H 3.263 6.759 -0.675
H 2.094 7.703 1.296
H 0.433 6.324 2.508
H -0.005 4.014 1.808
H 3.896 2.775 -0.568
H 6.040 1.663 -0.163
H 6.098 -0.734 0.469
H 3.986 -2.010 0.625
H 1.834 -0.914 0.155
F -3.352 2.276 -2.573
P -4.579 3.328 -2.707
F -3.696 4.241 -3.704
F -5.805 4.390 -2.819
F -5.465 2.425 -1.685
F -3.992 4.162 -1.432
F -5.171 2.499 -3.961
C 0.221 -0.242 7.075
C 0.346 -0.044 5.596
C -0.211 -0.958 4.676
C -0.147 -0.786 3.328
C -0.708 -1.800 2.388
C 0.441 0.476 2.728
Se -0.598 -0.978 -1.109
C 1.239 1.265 3.742
C 2.187 2.315 3.250
C 1.113 1.024 5.072
H -0.332 -1.153 7.305
H -0.302 0.594 7.551
H 1.203 -0.315 7.555
H -0.701 -1.849 5.060
H -1.135 -2.643 2.933
H 0.060 -2.172 1.705
H -1.475 -1.370 1.740
H 2.567 2.078 2.255
H 3.043 2.401 3.923
H 1.717 3.297 3.188
H 1.675 1.646 5.765
```

Summary:
multiplicity: 2
⟨S²⟩: 0.7889
total charge: -2
E_HOMO (spin up / spin down): -2.3 / -2.3 eV

In order of decreasing stability: A, B.

A | Below is a molecular structure, C30H37F5I2NOPS4Tc, with properties calculated with the ωB97M-V functional and the def2-TZVPD basis.

XYZ file:
```
82
Properties=species:S:1:pos:R:3
Tc -0.727 -0.204 -0.975
C 2.662 -0.278 4.453
C 1.947 1.065 4.222
S 0.609 1.027 3.022
C -0.655 0.051 3.858
C -0.954 -1.374 3.311
S -0.297 -1.879 1.699
C 0.991 -3.093 2.143
C 1.976 -2.717 3.245
S 3.019 -1.260 2.969
H 2.055 -0.908 5.103
H 3.613 -0.102 4.952
H 2.632 1.808 3.810
H 1.563 1.442 5.169
H -1.553 0.661 3.816
H -0.363 -0.038 4.903
H -2.031 -1.514 3.250
H -0.567 -2.126 3.995
H 1.504 -3.306 1.206
H 0.466 -3.997 2.453
H 2.645 -3.567 3.382
H 1.447 -2.564 4.182
I 1.319 -3.420 -4.366
C -0.427 -3.612 -3.306
C -1.227 -4.769 -3.435
C -2.389 -4.923 -2.724
I -3.491 -6.631 -2.996
C -2.817 -3.901 -1.814
C -3.985 -3.930 -1.031
C -4.285 -2.872 -0.206
C -3.416 -1.784 -0.139
N -2.301 -1.732 -0.853
C -2.009 -2.770 -1.692
C -0.826 -2.612 -2.447
O -0.142 -1.466 -2.275
H -0.914 -5.546 -4.118
H -4.643 -4.789 -1.082
H -5.187 -2.868 0.390
H -3.627 -0.945 0.515
F -5.294 3.602 1.969
C -4.559 3.062 1.022
C -3.435 2.320 1.356
F -3.081 2.142 2.619
C -2.716 1.768 0.326
F -1.586 1.012 0.642
C -3.031 1.875 -1.001
S -2.062 1.097 -2.260
C -4.150 2.631 -1.308
F -4.511 2.788 -2.571
C -4.908 3.224 -0.310
F -5.969 3.936 -0.622
C 2.915 2.614 -2.981
C 1.956 1.425 -2.851
C 0.843 1.531 -3.899
P 1.345 1.142 -1.137
C 2.662 0.172 -0.303
C 4.097 0.621 -0.600
C 2.534 -1.312 -0.659
C 1.092 2.681 -0.176
C 0.217 3.696 -0.925
C 2.364 3.344 0.361
H 3.436 2.528 -3.936
H 3.670 2.656 -2.203
H 2.370 3.558 -2.991
H 2.503 0.498 -3.054
H 0.257 2.444 -3.771
H 0.169 0.675 -3.877
H 1.293 1.564 -4.892
H 2.446 0.284 0.764
H 4.362 0.458 -1.647
H 4.768 0.011 0.007
H 4.291 1.662 -0.356
H 2.616 -1.485 -1.736
H 1.591 -1.741 -0.325
H 3.340 -1.867 -0.174
H 0.541 2.321 0.695
H 0.799 4.247 -1.664
H -0.176 4.425 -0.214
H -0.627 3.240 -1.443
H 3.006 3.719 -0.433
H 2.942 2.676 1.000
H 2.062 4.200 0.969
```

Summary:
multiplicity: 4
⟨S²⟩: 3.7889
total charge: +2
E_HOMO (spin up / spin down): -13.3 / -13.3 eV

B | Below is a molecular structure, C30H37F5I2NOPS4Tc, with properties calculated with the ωB97M-V functional and the def2-TZVPD basis.

XYZ file:
```
82
Properties=species:S:1:pos:R:3
Tc 0.173 -0.102 -0.363
C -2.522 -2.852 -2.437
C -3.199 -2.245 -1.202
S -2.402 -0.925 -0.204
C -3.190 0.555 -0.812
C -2.722 0.963 -2.189
S -0.903 0.964 -2.460
C -0.844 0.240 -4.132
C -1.011 -1.273 -4.252
S -2.690 -1.915 -3.993
H -3.007 -3.809 -2.628
H -1.472 -3.055 -2.264
H -3.376 -3.034 -0.470
H -4.173 -1.837 -1.475
H -2.935 1.299 -0.076
H -4.275 0.453 -0.810
H -3.069 1.976 -2.397
H -3.089 0.284 -2.951
H 0.106 0.558 -4.557
H -1.626 0.787 -4.662
H -0.384 -1.773 -3.534
H -0.680 -1.585 -5.243
I -2.233 4.444 0.295
C -1.089 3.374 1.650
C -0.799 3.931 2.920
C -0.032 3.256 3.826
I 0.342 4.134 5.669
C 0.502 1.982 3.495
C 1.263 1.169 4.359
C 1.700 -0.057 3.932
C 1.422 -0.470 2.631
N 0.729 0.263 1.768
C 0.230 1.472 2.214
C -0.586 2.153 1.314
O -0.808 1.500 0.139
H -1.194 4.906 3.169
H 1.485 1.514 5.361
H 2.258 -0.715 4.585
H 1.774 -1.435 2.300
F 0.123 -6.789 2.292
C 0.231 -5.747 1.496
C -0.270 -4.522 1.891
F -0.864 -4.387 3.068
C -0.147 -3.446 1.042
F -0.673 -2.283 1.450
C 0.480 -3.530 -0.193
S 0.729 -2.189 -1.310
C 0.955 -4.783 -0.566
F 1.549 -4.940 -1.743
C 0.839 -5.879 0.262
F 1.308 -7.052 -0.117
C 4.752 0.433 -2.509
C 3.210 0.515 -2.467
C 2.598 -0.434 -3.500
P 2.566 0.376 -0.748
C 2.835 2.071 -0.048
C 1.855 3.081 -0.674
C 4.258 2.628 -0.205
C 3.456 -0.928 0.216
C 4.466 -0.399 1.239
C 4.078 -2.040 -0.636
H 5.124 1.131 -3.263
H 5.068 -0.567 -2.801
H 5.245 0.683 -1.570
H 2.904 1.533 -2.720
H 3.014 -1.438 -3.417
H 2.823 -0.064 -4.504
H 1.522 -0.516 -3.403
H 2.610 1.970 1.015
H 2.156 3.332 -1.695
H 1.890 4.007 -0.095
H 0.819 2.751 -0.705
H 4.501 2.810 -1.253
H 5.032 2.001 0.231
H 4.295 3.593 0.306
H 2.632 -1.382 0.758
H 5.370 -0.029 0.754
H 4.766 -1.231 1.883
H 4.068 0.390 1.880
H 5.057 -1.745 -1.010
H 3.456 -2.343 -1.475
H 4.224 -2.916 0.001
```

Summary:
multiplicity: 4
⟨S²⟩: 3.7957
total charge: +2
E_HOMO (spin up / spin down): -13.4 / -13.5 eV

In order of decreasing stability: B, A.

A | Below is a single BH4NO2 molecule, with properties calculated with the ωB97M-V functional and the def2-TZVPD basis.

XYZ file:
```
8
Properties=species:S:1:pos:R:3
B 0.066 -0.128 0.066
N -1.249 0.317 0.045
O 0.440 -1.437 0.168
O 0.894 0.979 -0.140
H -1.871 -0.188 0.609
H -1.420 1.184 -0.346
H 1.332 -1.534 -0.128
H 1.806 0.808 -0.275
```

Summary:
structure (SMILES): NB(O)O
total charge: 0
E_HOMO: -9.8 eV

B | Below is 2 unconnected molecules or ions with the total composition BH4NO2, with properties calculated with the ωB97M-V functional and the def2-TZVPD basis.

XYZ file:
```
8
Properties=species:S:1:pos:R:3
B 0.231 0.441 0.036
N 1.036 -0.718 0.071
O 0.372 1.688 0.123
O -2.156 -0.212 0.122
H 1.989 -0.758 -0.172
H 0.785 -1.632 -0.136
H -0.364 2.381 0.020
H -1.893 -1.190 -0.065
```

Summary:
total charge: 0
E_HOMO: -8.6 eV

In order of decreasing stability: A, B.

A | Below is a molecular structure, H2KO, with properties calculated with the ωB97M-V functional and the def2-TZVPD basis.

XYZ file:
```
4
Properties=species:S:1:pos:R:3
O -0.237 0.560 0.202
H 0.515 0.665 0.828
H -0.876 1.262 0.462
K 0.597 -2.486 -1.491
```

Summary:
total charge: +1
E_HOMO: -15.4 eV

B | Below is a molecular structure, H2KO, with properties calculated with the ωB97M-V functional and the def2-TZVPD basis.

XYZ file:
```
4
Properties=species:S:1:pos:R:3
O -0.486 0.107 -0.008
H -1.328 -0.392 -0.109
H -0.640 0.953 -0.487
K 2.453 -0.669 0.605
```

Summary:
total charge: +1
E_HOMO: -16.0 eV

C | Below is a molecular structure, H2KO, with properties calculated with the ωB97M-V functional and the def2-TZVPD basis.

XYZ file:
```
4
Properties=species:S:1:pos:R:3
K -0.538 -1.656 -0.688
O 0.143 0.167 0.174
H -0.411 0.864 -0.177
H 0.806 0.625 0.690
```

Summary:
total charge: +1
E_HOMO: -17.7 eV

In order of decreasing stability: B, A, C.